# 1
A structure of composition C32H36FN3RuS2. Source: the Open Molecules 2025 dataset; level of theory: the ωB97M-V functional and the def2-TZVPD basis.

```
75
Properties=species:S:1:pos:R:3:forces:R:3
Ru -0.321 0.083 0.473 -0.352 -0.439 0.266
C -3.091 0.759 0.320 -0.141 0.141 0.049
C -2.215 1.758 0.842 0.071 -0.031 0.095
C -1.380 2.195 -0.219 0.209 -0.173 0.052
C -1.704 1.399 -1.363 0.127 0.021 -0.107
C -2.758 0.529 -1.020 -0.225 0.134 -0.128
C -3.481 -0.412 -1.930 0.073 -0.037 0.045
C -1.140 1.637 -2.726 0.054 -0.079 0.029
C -0.740 3.548 -0.329 0.132 -0.111 0.022
C -2.262 2.349 2.222 -0.021 0.002 -0.126
C -4.264 0.157 1.017 0.011 -0.023 0.024
H -4.553 -0.192 -1.928 0.017 -0.013 -0.029
H -3.357 -1.454 -1.621 0.004 0.027 -0.018
H -3.121 -0.329 -2.955 -0.017 -0.037 0.015
H -1.594 2.526 -3.178 0.015 -0.022 -0.021
H -1.322 0.789 -3.386 0.028 0.020 0.007
H -0.061 1.802 -2.685 -0.042 0.012 -0.027
H -1.403 4.205 -0.902 0.037 0.021 0.007
H 0.221 3.519 -0.848 0.018 0.010 0.042
H -0.585 4.001 0.649 0.029 0.022 -0.027
H -2.329 3.440 2.181 -0.024 -0.005 0.024
H -1.371 2.099 2.804 0.005 0.010 0.055
H -3.125 1.978 2.772 0.005 -0.001 0.026
H -4.503 -0.826 0.609 0.012 0.001 0.047
H -5.146 0.798 0.886 0.023 -0.036 -0.014
H -4.088 0.038 2.084 -0.004 -0.032 0.020
S -1.659 -1.431 2.080 0.265 0.281 0.055
C -2.021 -2.770 1.045 -0.186 0.003 -0.046
C -2.883 -3.768 1.620 -0.017 -0.051 0.003
N -3.561 -4.568 2.100 0.064 0.143 -0.037
C -1.549 -2.963 -0.217 -0.076 -0.112 -0.063
S -0.452 -1.921 -1.069 0.095 0.303 -0.002
C -1.969 -4.128 -0.952 0.002 -0.039 -0.042
N -2.297 -5.040 -1.576 0.057 0.135 0.095
C 3.631 2.765 3.463 -0.058 0.091 0.055
C 2.143 2.449 3.229 0.214 -0.035 -0.148
C 1.750 2.958 1.846 0.083 -0.099 0.020
C 1.875 0.998 3.646 -0.075 -0.095 -0.158
C 1.755 0.868 5.031 0.001 -0.011 0.035
C 1.683 -0.361 5.648 0.019 0.015 0.044
C 1.786 -1.496 4.868 0.037 -0.062 -0.034
C 1.894 -1.444 3.480 -0.049 0.009 -0.039
C 2.107 -2.825 2.830 -0.113 0.133 -0.248
C 1.018 -3.300 1.869 0.126 -0.111 0.235
C 3.476 -3.004 2.168 0.072 0.118 0.133
C 1.855 -0.169 2.836 0.246 -0.287 0.218
N 1.754 -0.091 1.418 -0.681 0.390 -0.464
C 2.861 0.139 0.662 0.122 0.235 0.214
C 4.189 0.199 1.145 -0.101 -0.207 -0.035
C 5.272 0.405 0.305 0.009 -0.010 -0.028
C 5.104 0.593 -1.061 0.063 0.010 0.062
C 3.809 0.608 -1.568 0.021 0.025 -0.073
C 2.755 0.407 -0.716 0.062 0.011 0.128
F 1.490 0.532 -1.234 -0.051 -0.067 -0.095
H 3.809 3.840 3.363 0.006 -0.048 -0.007
H 4.244 2.250 2.722 0.003 0.040 0.040
H 3.952 2.450 4.459 0.000 0.029 -0.033
H 1.581 3.057 3.941 -0.064 -0.042 0.079
H 2.498 2.714 1.088 -0.055 -0.076 -0.004
H 1.663 4.048 1.886 0.035 -0.015 -0.038
H 0.796 2.561 1.525 -0.187 -0.072 -0.056
H 1.737 1.769 5.637 -0.009 -0.019 -0.044
H 1.581 -0.437 6.724 -0.017 0.005 -0.026
H 1.789 -2.469 5.348 -0.029 0.050 -0.016
H 2.092 -3.516 3.675 0.006 -0.006 0.042
H 0.931 -2.637 1.014 0.020 -0.026 -0.005
H 0.054 -3.349 2.370 0.157 -0.040 -0.019
H 1.269 -4.300 1.502 0.031 0.034 0.017
H 3.518 -2.508 1.203 0.031 0.115 -0.101
H 3.655 -4.071 2.000 -0.017 0.062 0.002
H 4.284 -2.617 2.795 -0.009 0.002 -0.040
H 4.347 0.056 2.206 0.012 -0.072 -0.007
H 6.271 0.417 0.727 -0.033 -0.002 0.015
H 5.953 0.743 -1.716 -0.036 -0.003 0.026
H 3.613 0.788 -2.618 -0.040 -0.010 0.064
```
Positions in Å, forces in eV/Å.

Computed properties:
- E_tot (eV) = -65208.7375
- spin multiplicity = 6
- HOMO (spin up / spin down) (eV) = -4.5311 / -4.3588
- <S²> = 8.77
- charge = -1
- gap between HOMO and LUMO (spin up / spin down) (eV) = 7.14 / 5.85

Atomic partial charges in e from the Mulliken method, atoms 1 to 4: Ru 0.6637; C 1.3942; C 0.7854; C 0.1364

# 2
A structure of composition C16H22Cl2O2PtTe in a non-equilibrium geometry. Source: the Open Molecules 2025 dataset; level of theory: the ωB97M-V functional and the def2-TZVPD basis.

```
44
Properties=species:S:1:pos:R:3:forces:R:3
C -0.297 1.323 -2.339 -0.083 -1.282 0.094
C -1.106 0.209 -2.129 0.961 1.139 -0.499
C -0.269 -0.924 -1.882 1.435 0.631 -0.371
C -2.583 0.148 -2.228 -0.706 0.083 -0.006
C 1.066 -0.523 -1.943 -1.687 0.644 -0.159
C 1.137 0.936 -2.230 -2.021 -1.378 0.377
C 2.281 1.600 -2.926 0.155 0.288 0.127
C -0.783 2.669 -2.695 -0.041 0.284 -0.271
C -0.776 -2.298 -1.679 -0.016 -0.575 0.440
C 2.210 -1.425 -1.972 0.822 -0.419 0.030
Pt 1.431 1.579 -0.078 -0.688 -1.570 0.775
Cl -2.522 1.001 1.426 -3.264 -0.516 -1.055
Cl 0.031 3.646 0.581 0.001 0.823 -0.591
O 2.800 -0.055 0.422 -0.111 -0.660 0.470
H -3.004 1.117 -1.947 -0.174 -0.154 0.136
H -3.019 -0.636 -1.590 0.164 0.378 0.056
H -2.969 -0.074 -3.243 0.352 0.084 0.087
H -1.566 -2.312 -0.922 0.006 -0.028 0.036
H 0.037 -2.928 -1.311 -0.107 -0.149 -0.005
H -1.199 -2.794 -2.569 0.152 0.287 -0.005
H 2.059 -2.312 -1.351 -0.037 -0.036 -0.070
H 3.102 -0.937 -1.576 -0.022 -0.093 -0.225
H 2.326 -1.745 -3.009 0.463 -0.293 -0.215
H 3.196 1.223 -2.459 0.074 0.140 -0.361
H 2.244 2.663 -2.681 0.159 -0.113 -0.307
H 2.325 1.502 -4.019 -0.218 -0.398 0.051
H -1.601 3.021 -2.063 -0.010 -0.092 0.061
H -1.136 2.626 -3.733 -0.032 0.410 -0.087
H 0.022 3.393 -2.595 -0.006 0.181 -0.124
H 2.381 -0.885 0.765 0.144 1.342 -0.434
O 2.821 2.841 -0.641 1.908 1.295 0.275
H 2.774 3.782 -0.417 -0.603 -0.329 0.082
Te -0.230 1.261 2.132 2.811 -0.407 2.832
C -0.598 -0.378 3.692 1.361 0.520 -0.441
C -1.771 -0.252 4.436 -0.570 -0.403 0.171
C -2.198 -1.283 5.269 0.453 -0.228 0.169
C -1.345 -2.342 5.578 -0.161 -0.587 -0.407
C -0.065 -2.376 5.005 -0.011 0.353 -0.625
C 0.328 -1.401 4.049 -1.057 -0.359 0.298
H -2.463 0.594 4.379 0.421 -0.185 -0.693
H -3.229 -1.285 5.608 0.124 0.105 0.308
H -1.732 -3.223 6.129 0.398 0.692 -0.151
H 0.578 -3.241 5.200 -0.053 0.371 0.029
H 1.310 -1.503 3.554 -0.687 0.205 0.199
```
Positions in Å, forces in eV/Å.

Computed properties:
- E_tot (eV) = -56624.7908
- spin multiplicity = 5
- HOMO (spin up / spin down) (eV) = 0.8813 / -0.8603
- <S²> = 6.02
- charge = -2
- gap between HOMO and LUMO (spin up / spin down) (eV) = 3.96 / 5.52

Atomic partial charges in e from the Mulliken method, atoms 1 to 4: C 0.6177; C 0.8025; C 1.0660; C -1.6320